[1]
{
  "formula": "C6H12N2S",
  "method": "ωB97M-V/def2-TZVPD",
  "elements": ["S", "N", "N", "C", "C", "C", "C", "C", "C", "H", "H", "H", "H", "H", "H", "H", "H", "H", "H", "H", "H"],
  "xyz": [[-3.1367, 1.4943, -0.0022], [1.1879, 0.4450, -0.0747], [3.3096, -0.0356, -0.3115], [-3.1175, -0.5457, -1.8285], [2.2105, 0.5076, -0.8820], [-2.2072, 0.3218, -0.9774], [2.9585, -0.4332, 0.9465], [1.6328, -0.1266, 1.0769], [0.7655, -0.3275, 2.2799], [-1.4640, 0.8267, -1.5937], [-0.2731, -0.3280, 1.9670], [-1.5768, -0.3280, -0.3644], [4.2683, -0.0793, -0.6146], [-2.5353, -1.2444, -2.4187], [-2.2386, 1.7127, 0.9663], [3.6690, -0.7795, 1.6743], [1.0059, -1.2597, 2.8002], [2.1982, 0.8036, -1.9153], [0.8728, 0.5027, 2.9914], [-3.7756, -1.1752, -1.2293], [-3.7543, 0.0482, -2.4900]],
  "smiles": "Cc1c[nH]cn1.CCS",
  "e_lumo_ev": 0.8,
  "homo_ev": -8.5768
}

[2]
{
  "formula": "C5H13N2",
  "method": "ωB97M-V/def2-TZVPD",
  "elements": ["N", "N", "C", "C", "C", "C", "C", "H", "H", "H", "H", "H", "H", "H", "H", "H", "H", "H", "H", "H"],
  "xyz": [[0.4094, 1.5739, 0.2017], [-1.4074, -0.1119, -0.1948], [1.0156, -0.6748, 0.1077], [0.1495, 0.3986, -0.4703], [-1.8146, -0.9410, -1.0555], [2.4757, -0.7786, -0.4769], [-2.1375, 0.3886, 0.9358], [-2.7210, -1.5053, -1.1063], [-2.8827, 0.9819, 0.4228], [1.1990, -0.4479, 1.2354], [3.0497, -0.0540, 0.1183], [-2.5521, -0.4349, 1.4655], [2.8248, -1.8211, -0.5058], [0.7082, 1.4652, 1.1864], [0.3754, 2.4104, -0.2602], [0.5194, -1.7431, 0.1136], [-1.5750, 0.9872, 1.6319], [0.0980, 0.5146, -1.5085], [-1.2809, -1.2217, -1.9949], [2.3514, -0.3347, -1.5176]],
  "smiles": "C=[N+](C)[C@@H](N)CC",
  "e_lumo_ev": -4.3,
  "total_charge": 1,
  "homo_ev": -14.3427
}

[3]
{
  "formula": "C5H11NO2",
  "method": "ωB97M-V/def2-TZVPD",
  "elements": ["O", "O", "N", "C", "C", "C", "C", "C", "H", "H", "H", "H", "H", "H", "H", "H", "H", "H", "H"],
  "xyz": [[-1.7555, -1.2039, 0.8745], [-0.3538, 1.7146, -1.0895], [-0.8468, 1.5762, 1.1380], [1.4846, 0.8245, 0.4070], [-1.1992, -1.0490, -0.1901], [-1.8095, -1.3104, -1.5325], [2.2534, -0.4731, 0.5382], [-0.1731, 1.1763, -0.0068], [-1.5632, -0.5006, -2.2209], [2.0885, 1.4852, -0.2310], [3.2681, -0.3312, 0.9218], [-1.4154, -2.2445, -1.9422], [-2.8964, -1.3851, -1.4547], [-1.6980, 2.0824, 0.9318], [0.0157, -0.4287, -0.1446], [-0.9715, 0.8580, 1.8437], [1.5116, 1.3071, 1.3893], [2.3906, -0.9711, -0.4294], [1.6699, -1.1266, 1.1974]],
  "e_lumo_ev": 0.5,
  "homo_ev": -9.1526
}

[4]
{
  "formula": "C5H9N2",
  "method": "ωB97M-V/def2-TZVPD",
  "elements": ["N", "N", "C", "C", "C", "C", "C", "H", "H", "H", "H", "H", "H", "H", "H", "H"],
  "xyz": [[-1.7585, 0.6207, 0.9968], [0.3667, 0.8282, 1.2442], [1.1050, 0.0114, -1.1134], [-1.2234, 0.6003, -0.2815], [0.8850, -1.4911, -1.1076], [0.1599, 0.6663, -0.1375], [-0.7719, 0.6377, 1.8774], [2.1406, 0.1240, -0.7639], [-0.9362, 0.7564, 2.9374], [-2.7462, 0.4347, 1.1012], [1.2924, 1.0683, 1.5874], [-1.8129, 1.0008, -1.0918], [1.0432, 0.4824, -2.0906], [0.5671, -1.9173, -0.1381], [-0.0459, -1.7128, -1.6454], [1.7352, -2.1099, -1.3746]],
  "smiles": "CCc1c[nH]c[nH+]1",
  "e_lumo_ev": -3.4,
  "total_charge": 1,
  "homo_ev": -14.0821
}